Entry 1:
DFT (wB97M-V/def2-TZVPD) results for a 2-piece molecular cluster, C2H2ClFO2 overall in a non-equilibrium geometry.

Calculated values
ΔE to the lowest compared entry with this formula, charge and spin = 92.1 kcal per mole
HOMO-LUMO gap (spin up / spin down) = 9.09 / 8.23 eV
Total charge = 0
HOMO level (spin up / spin down) = -0.3774 / -0.3461 Ha

Cartesian coordinates (Å):
H (-0.219, -0.714, -1.983)
C (-0.102, -0.025, 1.149)
Cl (-1.800, 0.466, 1.412)
O (-0.632, -0.566, -1.091)
C (0.337, -0.135, -0.259)
H (0.324, 1.787, -0.997)
O (0.516, -0.281, 2.129)
F (1.574, -0.532, -0.359)

Atomic forces in eV per Å
-0.64 0.23 0.98
-1.18 0.11 1.60
0.25 0.04 -0.66
1.71 -1.05 -0.91
-1.57 3.15 -0.78
0.27 -1.82 1.16
0.80 0.05 -0.77
0.36 -0.70 -0.63


Entry 2:
DFT (wB97M-V/def2-TZVPD) results for C54H34F15GeN7O4PdS2 as an isolated structure in a non-equilibrium geometry.

Calculated values
Multiplicity = 5
HOMO-LUMO gap (spin up / spin down) = 7.98 / 5.69 eV
Total charge = +2
HOMO level (spin up / spin down) = -0.5000 / -0.4999 Ha

Cartesian coordinates (Å):
N (0.504, 0.241, 2.186)
H (-2.645, 6.886, -1.621)
Pd (-0.207, -0.025, -0.019)
F (0.175, -7.315, 1.056)
H (0.342, 5.643, 1.293)
H (4.532, 5.870, 0.535)
H (-2.401, 2.873, 1.239)
F (3.515, -6.468, -4.675)
C (3.122, -6.489, -2.353)
H (2.484, 6.805, 1.539)
C (1.620, -5.336, -3.862)
H (1.950, -0.187, -5.818)
F (1.856, -6.665, 5.433)
H (-8.743, -0.263, -2.434)
C (2.372, -0.071, -3.723)
C (1.182, -5.340, -1.479)
C (1.533, -0.124, -4.825)
H (3.441, -0.086, -3.867)
C (2.324, 3.518, -0.459)
C (-2.278, -6.195, -1.156)
H (-6.229, -0.625, -1.083)
C (-2.550, -1.208, 1.570)
C (-9.414, 1.610, -1.525)
H (4.421, 3.772, -0.765)
C (1.229, 5.231, 0.837)
C (-3.880, -1.217, 1.917)
H (-1.379, 0.032, -3.127)
S (0.170, -2.467, -0.288)
F (-2.196, -4.113, 1.750)
Ge (0.034, -4.646, -0.020)
C (3.530, 4.175, -0.306)
H (4.569, 0.162, 2.090)
C (4.743, 0.095, -0.042)
H (-6.152, 0.715, 1.659)
F (-4.873, -4.820, 1.727)
C (-3.802, 0.926, -1.020)
F (-0.249, -4.209, -2.921)
C (-4.491, -6.142, -0.206)
C (1.028, -7.067, 3.264)
H (5.822, 0.131, -0.035)
C (0.190, 0.104, 4.544)
C (2.760, -6.114, -3.648)
N (-4.408, -1.901, 3.062)
F (1.301, -4.926, -5.086)
C (-2.473, 3.750, 0.610)
H (-8.470, 2.109, -1.740)
H (-6.660, 1.066, -0.657)
H (-4.436, 1.766, -0.746)
H (-0.522, -0.176, -5.460)
H (1.943, -0.364, 5.696)
H (3.408, -0.421, 3.724)
C (-6.635, 0.034, -0.325)
C (-1.355, 4.166, -0.103)
F (-5.760, -6.508, -0.239)
N (-0.202, 2.103, -0.229)
C (1.819, 0.012, 2.336)
C (-3.647, 4.476, 0.526)
C (4.044, 0.102, 1.152)
C (-4.039, -5.290, 0.803)
F (4.227, -7.193, -2.149)
C (1.109, -4.331, 2.784)
H (-4.260, 0.404, -1.860)
C (-1.409, 5.304, -0.899)
N (-4.545, -0.436, 0.990)
C (2.656, 0.016, -1.222)
C (-3.608, -6.604, -1.183)
H (2.255, 2.613, -1.044)
H (-9.764, 1.920, -0.542)
F (1.930, -3.974, 4.964)
C (1.536, -0.175, 4.715)
C (2.650, 0.032, 1.115)
S (-8.402, -0.520, -0.100)
H (-4.640, 6.140, -0.383)
N (2.014, -0.003, -0.054)
C (-2.597, 6.009, -0.995)
C (4.052, 0.050, -1.243)
F (-4.041, -7.417, -2.135)
O (-5.593, -1.865, 3.269)
H (-2.823, 1.305, -1.325)
H (-10.257, -0.380, -1.513)
C (2.360, -0.205, 3.603)
C (1.819, -0.011, -2.442)
C (-3.715, 5.593, -0.293)
H (-1.319, 0.554, 3.078)
C (1.168, 4.046, 0.111)
H (4.598, 0.052, -2.169)
H (-0.481, 0.154, 5.385)
F (-1.418, -6.628, -2.076)
C (-0.315, -0.016, -3.327)
O (-3.571, -2.449, 3.740)
C (2.327, -6.086, -1.284)
N (0.486, 0.031, -2.275)
C (2.443, 5.880, 0.987)
C (-0.121, 3.327, -0.065)
C (0.626, -6.534, 2.047)
C (1.512, -4.819, 4.020)
C (-3.603, 0.014, 0.132)
H (-6.456, -1.011, 1.519)
O (-8.347, -1.949, -0.142)
C (3.592, 5.354, 0.420)
C (1.473, -6.192, 4.260)
C (-0.277, 0.310, 3.254)
F (0.985, -8.370, 3.490)
C (0.161, -0.110, -4.629)
N (-2.397, -0.444, 0.465)
F (1.142, -3.004, 2.551)
C (-1.818, -5.338, -0.176)
H (-4.508, 4.173, 1.101)
C (0.849, -4.973, -2.770)
H (-1.736, -1.716, 2.057)
H (-10.142, 1.940, -2.266)
H (-0.542, 5.631, -1.451)
O (-8.873, 0.135, 1.080)
C (0.670, -5.176, 1.787)
F (2.677, -6.384, -0.028)
C (-5.975, -0.160, 1.024)
C (-2.704, -4.921, 0.798)
C (-9.286, 0.106, -1.568)

Atomic forces in eV per Å
-0.04 -0.26 -0.54
-0.02 0.08 -0.06
0.35 0.34 -0.09
0.12 -0.35 0.24
-0.11 0.03 0.01
0.12 0.06 0.00
-0.03 -0.08 0.08
-0.09 0.04 0.13
-0.13 0.09 0.01
0.03 0.07 0.08
-0.09 0.06 0.16
0.01 0.00 -0.08
-0.04 0.04 -0.13
0.00 -0.14 -0.07
-0.17 0.02 0.32
-0.31 0.34 0.37
-0.13 -0.04 0.18
0.02 -0.01 0.02
-0.03 0.07 0.05
-0.15 0.11 0.19
0.05 -0.05 -0.17
-0.81 -0.32 0.46
-0.12 0.22 0.00
0.10 -0.01 -0.04
-0.03 -0.06 0.03
1.30 0.17 -0.59
0.02 -0.07 0.00
0.36 0.24 -0.02
-0.47 0.00 0.16
-0.21 -1.89 0.17
0.04 -0.13 -0.06
0.06 0.01 0.09
-0.22 0.03 0.01
0.04 -0.17 -0.04
0.03 -0.09 -0.07
-0.07 0.04 -0.07
0.05 0.05 -0.35
0.24 0.07 -0.01
-0.05 0.20 -0.06
0.07 0.02 -0.03
0.15 0.02 -0.15
-0.12 0.10 0.25
0.19 0.20 -0.17
0.04 -0.11 0.05
0.03 0.06 -0.04
0.03 0.04 0.00
0.10 0.12 -0.12
0.02 0.10 -0.08
-0.09 0.05 -0.04
0.03 -0.02 0.11
0.12 -0.02 0.00
-1.03 -0.22 -0.08
-0.26 -0.37 -0.03
0.15 0.03 0.01
-0.06 -0.66 0.18
-0.15 0.05 0.71
-0.08 -0.06 0.05
-0.32 -0.09 -0.09
0.16 0.08 -0.04
-0.07 0.02 -0.04
-0.04 -0.40 -0.01
-0.01 0.05 -0.05
-0.06 0.00 0.00
0.44 -0.31 -0.01
0.62 -0.09 0.25
0.15 0.10 0.07
0.02 -0.03 -0.06
-0.02 0.09 -0.02
-0.02 -0.13 -0.02
-0.15 0.03 -0.19
0.64 0.00 -0.17
0.82 0.29 -0.87
-0.10 0.10 0.04
-0.56 0.11 -0.03
0.08 0.03 -0.06
-0.31 0.01 0.06
-0.03 0.00 0.03
-0.53 -0.09 0.20
-0.17 0.00 0.05
-0.02 -0.19 0.05
-0.10 0.06 -0.34
-0.07 0.03 -0.62
-0.04 -0.02 0.03
0.06 -0.11 -0.01
0.32 -0.34 -0.05
0.04 0.00 -0.14
-0.11 0.03 0.05
-0.28 -0.25 -0.23
-0.11 0.01 -0.44
0.16 -0.25 0.36
-0.09 0.13 -0.06
-0.03 -0.25 0.59
-0.03 0.04 0.03
-0.04 1.47 0.01
0.01 0.22 0.05
-0.07 0.08 -0.19
0.16 0.11 0.04
0.29 0.27 -0.08
-0.05 -0.43 -0.15
-0.02 0.01 -0.01
-0.08 0.10 -0.26
-0.16 0.10 0.39
0.01 0.08 0.01
0.14 0.03 0.16
0.30 0.26 -0.07
0.08 0.11 0.15
0.54 0.46 0.09
-0.11 -0.01 0.05
0.25 -0.09 0.17
-0.08 -0.02 0.00
0.05 0.00 0.00
0.13 0.01 -0.05
-0.26 0.42 0.33
-0.11 0.41 -0.51
0.33 -0.23 -0.23
-0.94 0.14 0.30
0.12 -0.02 -0.15
0.51 -0.15 0.75


Entry 3:
DFT (wB97M-V/def2-TZVPD) results for C22H41N8O2PReS as an isolated structure.

Calculated values
ΔE to the lowest compared entry with this formula, charge and spin = 0.0 kcal per mole
Multiplicity = 4
HOMO-LUMO gap (spin up / spin down) = 6.21 / 5.75 eV
Total charge = +4
HOMO level (spin up / spin down) = -0.6838 / -0.6831 Ha

Cartesian coordinates (Å):
C (-3.790, 5.033, -1.219)
H (1.173, -6.080, 3.162)
O (-0.023, -0.985, -0.308)
H (-0.016, -5.931, 6.455)
H (-2.108, -3.779, 4.715)
H (2.183, 2.868, -2.333)
H (0.194, -0.830, 2.867)
N (-1.282, 2.755, -0.502)
H (-1.865, -3.347, 2.022)
H (1.439, -6.654, 4.757)
C (4.197, 2.550, -1.593)
H (3.580, 2.383, 1.358)
C (2.378, -0.268, -2.257)
O (0.425, -2.703, 1.046)
H (1.541, -0.966, -2.299)
H (0.100, 1.239, 2.100)
H (-2.446, 6.601, 0.621)
C (-0.520, -0.753, 2.045)
N (-0.262, -4.078, 3.818)
C (-1.415, -1.435, -5.477)
H (-2.593, -3.455, -3.031)
H (-3.781, 4.298, -2.019)
N (1.021, -5.967, 4.150)
C (-2.106, -2.698, 2.864)
S (-0.476, 1.187, -5.197)
N (-0.732, 0.795, -2.637)
H (-1.950, -1.569, -1.621)
H (0.164, -3.991, 2.906)
H (0.055, 3.638, -4.068)
H (-3.178, -2.815, 3.021)
H (2.375, 0.308, -3.188)
H (-1.798, 5.264, 1.602)
N (-0.240, -5.133, 5.881)
H (3.841, -1.668, -2.950)
C (-1.044, -0.377, -4.664)
H (-2.620, -0.996, 1.682)
C (3.695, -1.035, -2.076)
H (-4.755, 5.025, -0.717)
H (-2.256, -3.398, -5.471)
C (2.670, 2.572, -1.405)
H (4.727, 2.234, -0.696)
H (-3.580, 6.025, -1.612)
N (-0.100, 2.989, -3.309)
H (-2.206, -0.598, 3.344)
H (3.842, 0.173, 0.342)
C (-1.392, -3.201, 4.131)
H (-1.310, -1.381, -6.552)
N (-0.593, 0.686, 1.596)
N (-2.742, 4.698, -0.212)
C (-1.758, -1.523, -2.682)
H (-1.494, 1.068, 1.890)
H (-0.215, 3.372, -2.386)
C (-2.133, -2.589, -3.485)
C (2.883, 1.602, 1.655)
C (-1.173, -0.414, -3.279)
H (4.528, 3.560, -1.829)
H (3.230, 1.211, 2.610)
C (-1.916, -1.221, 2.492)
H (2.376, 3.284, -0.630)
C (0.170, -5.060, 4.620)
H (-0.736, -4.380, 6.326)
P (2.029, 0.943, -0.943)
H (4.491, 1.908, -2.422)
C (-1.950, -2.556, -4.866)
H (2.347, -0.428, 0.998)
C (-1.991, 3.688, -0.361)
H (-3.560, 5.546, 1.530)
C (-0.436, 1.728, -3.580)
H (1.918, 2.090, 1.819)
H (4.561, -0.380, -1.997)
C (0.016, -1.592, 0.899)
Re (-0.403, 0.902, -0.599)
C (2.828, 0.476, 0.619)
H (-1.066, -2.363, 4.756)
H (3.661, -1.687, -1.204)
C (-2.625, 5.588, 0.976)

Atomic forces in eV per Å
0.00 0.01 0.00
0.00 0.00 0.00
-0.01 0.03 -0.06
0.00 -0.01 -0.01
0.00 0.00 0.01
-0.02 0.01 -0.01
-0.02 -0.01 0.02
0.02 0.06 -0.06
0.01 0.00 -0.01
0.00 0.00 0.00
0.00 0.02 -0.01
-0.01 0.00 0.00
0.00 -0.01 0.01
-0.02 -0.02 0.01
0.00 0.00 0.00
0.04 -0.01 -0.01
0.01 0.00 0.00
0.01 0.03 0.01
-0.03 0.00 -0.01
0.01 0.00 0.01
0.00 0.00 0.00
0.00 0.00 0.00
0.00 0.00 -0.01
0.00 0.01 -0.01
-0.01 -0.01 -0.03
-0.03 0.00 0.05
0.01 0.00 0.04
0.02 0.01 0.00
0.01 0.01 0.01
0.00 -0.01 -0.01
0.00 0.00 0.00
0.00 0.00 0.00
-0.01 0.01 0.00
0.01 0.00 0.00
0.01 0.00 -0.01
0.00 0.00 0.00
0.00 -0.01 -0.02
0.00 0.00 0.00
0.00 0.00 0.01
-0.01 0.01 0.02
0.00 -0.01 -0.01
0.00 0.00 0.00
0.04 0.00 0.02
-0.01 0.00 0.00
0.00 -0.01 0.01
0.00 0.01 0.00
0.00 0.00 0.00
-0.03 0.01 -0.06
-0.01 -0.01 -0.04
0.03 0.01 0.00
0.02 0.01 0.04
0.00 0.01 0.02
0.00 0.00 0.00
0.00 -0.01 0.00
0.00 0.02 0.01
0.01 0.00 0.00
0.00 0.00 0.00
0.01 0.00 0.00
0.00 0.00 0.00
0.01 -0.02 0.02
0.01 0.00 0.00
0.01 0.02 0.04
0.00 0.00 0.00
-0.01 0.00 0.00
0.03 -0.01 -0.01
0.00 -0.02 0.10
0.00 0.00 0.00
-0.01 -0.06 0.01
0.00 0.01 0.00
-0.01 0.00 0.00
0.03 -0.01 -0.03
-0.07 -0.08 -0.01
-0.02 0.01 0.00
0.01 0.00 -0.01
-0.01 0.00 0.00
-0.01 0.01 0.00


Entry 4:
DFT (wB97M-V/def2-TZVPD) results for C15H26AgFNO5 as an isolated structure in a non-equilibrium geometry.

Calculated values
Multiplicity = 2
HOMO-LUMO gap (spin up / spin down) = 7.06 / 3.78 eV
Total charge = +2
HOMO level (spin up / spin down) = -0.5247 / -0.5247 Ha

Cartesian coordinates (Å):
H (-5.165, -1.100, 0.468)
Ag (-0.051, -0.417, 2.864)
C (5.911, -3.194, 1.674)
H (-2.934, -2.110, 0.927)
H (0.620, 2.691, -1.502)
C (-4.711, -0.920, -0.519)
C (-6.071, -2.593, -1.448)
H (-1.249, 3.982, -2.445)
C (5.664, -2.285, 3.848)
C (0.174, 4.814, -1.068)
O (-0.021, -0.756, 0.743)
O (-4.740, -2.068, -1.308)
H (-1.571, -0.175, -1.704)
H (-6.008, -3.382, -2.196)
F (3.550, -1.585, 4.495)
H (6.569, -3.564, 0.897)
H (-6.363, -3.081, -0.516)
C (-2.662, -0.084, -1.744)
O (3.116, 5.804, -2.373)
H (-1.517, -1.463, 0.181)
H (-5.292, -0.094, -0.951)
C (2.185, 5.155, -2.063)
H (6.040, -1.803, 4.743)
O (0.897, 5.574, -2.025)
C (1.038, 3.538, -0.949)
H (-1.696, 3.962, -0.700)
H (1.107, 3.259, 0.104)
H (1.924, -1.108, 0.013)
C (4.504, -3.068, 1.432)
H (-1.810, 5.453, -1.668)
H (0.184, 5.321, -0.100)
C (0.970, -0.601, -0.221)
C (3.671, -2.483, 2.328)
N (-2.532, -1.724, 0.072)
C (-1.240, 4.540, -1.509)
H (7.543, -2.945, 3.105)
H (-3.154, 0.306, 0.342)
H (-2.747, 0.991, -1.923)
H (0.659, -1.061, -1.169)
H (-3.126, -0.596, -2.582)
H (2.608, -2.299, 2.236)
C (6.488, -2.822, 2.905)
C (-3.260, -0.472, -0.409)
H (1.257, 0.437, -0.428)
O (2.279, 3.907, -1.500)
C (4.278, -2.092, 3.543)
H (4.142, -3.494, 0.505)
H (-2.703, -2.472, -0.608)
H (-6.755, -1.823, -1.798)

Atomic forces in eV per Å
0.19 -0.10 0.07
0.15 0.08 -0.78
0.27 -0.05 0.31
0.16 0.35 0.21
-0.01 0.08 -0.12
-0.37 0.89 0.20
0.66 -0.62 -0.23
0.00 -0.12 0.06
0.08 0.92 -0.12
0.12 -0.70 -0.14
-0.90 -0.26 0.81
-0.22 -0.13 -0.15
-0.10 -0.50 -0.25
-0.01 0.12 -0.09
-0.10 0.08 -0.27
-0.19 -0.07 -0.12
-0.32 0.36 0.08
0.62 1.01 0.14
0.23 -0.02 -0.78
0.31 -0.24 0.42
0.00 -0.10 -0.15
-0.19 0.13 1.31
-0.03 -0.40 0.20
0.05 0.20 -0.19
-0.81 0.11 0.03
-0.27 -0.03 -0.20
0.43 -0.08 -0.05
-0.18 -0.02 0.21
-0.01 -0.39 -0.69
0.02 0.06 0.16
0.03 0.31 -0.16
0.92 -0.12 -0.34
0.18 0.33 0.79
0.04 0.29 -0.19
0.13 0.08 0.05
0.04 0.04 -0.15
0.16 -0.09 0.11
-0.51 -0.05 0.12
-0.13 0.14 0.02
0.24 -0.27 0.02
0.06 -0.27 -0.39
-0.37 -0.08 0.16
-0.62 -1.06 -0.17
-0.27 0.05 0.07
0.25 -0.01 0.02
0.39 -0.38 0.21
-0.15 0.23 -0.02
0.19 0.27 -0.26
-0.14 0.03 0.21


Going through the records in order, we get energy values of -787.80856; -7260.89275; -2267.98118; -1264.23598 a.u..